A single C16H17F2N3 molecule in a non-equilibrium geometry, computed with the ωB97M-V functional and the def2-TZVPD basis.

Last column: Mulliken charge in e.
Geometry (Å):
C (2.0864, 4.4511, -1.9548)  -1.341
C (1.3666, 3.0491, -2.2984)  0.821
C (1.0077, 2.9639, -3.7843)  -1.779
C (0.1680, 2.7582, -1.3505)  0.153
N (-0.9242, 3.3758, -1.4923)  -0.435
N (-1.7061, 3.0058, -0.4204)  -0.754
C (-1.1764, 2.0082, 0.2674)  0.426
N (0.0871, 1.9433, -0.2589)  0.220
C (0.9963, 0.9651, 0.0669)  -0.418
C (0.8225, 0.3318, 1.3209)  0.509
C (2.0034, -0.6817, 1.6523)  -1.071
C (1.2683, -1.9277, 2.3134)  -0.142
C (1.1268, -1.9364, 3.7042)  -0.393
C (0.2614, -2.8807, 4.3152)  -0.486
C (-0.3328, -3.8187, 3.5422)  0.244
F (-0.9744, -4.7528, 4.2248)  -0.304
C (-0.1165, -3.8592, 2.1902)  -0.680
C (0.6353, -2.9146, 1.5545)  0.817
F (0.6779, -2.8683, 0.1394)  -0.323
C (-0.4615, 0.4860, 2.1590)  -0.244
C (-1.6261, 1.2856, 1.4527)  -0.626
H (2.7178, 4.5968, -2.8318)  0.379
H (1.5273, 5.3550, -1.9478)  0.356
H (2.7173, 4.2421, -1.0860)  0.344
H (2.1435, 2.2575, -2.0678)  0.112
H (0.3374, 3.8660, -3.9321)  0.344
H (1.8429, 3.0841, -4.3534)  0.470
H (0.4055, 2.2371, -4.1073)  0.473
H (1.9812, 0.7408, -0.5173)  0.084
H (2.7253, -0.3731, 2.4240)  0.394
H (2.4976, -1.0331, 0.7068)  0.377
H (1.6965, -1.2650, 4.3256)  0.375
H (0.1913, -2.9264, 5.3475)  0.502
H (-0.5257, -4.7345, 1.7861)  0.465
H (-0.7661, -0.5075, 2.5378)  0.190
H (-0.3012, 1.0311, 3.0851)  0.279
H (-2.2903, 0.5859, 1.1523)  0.334
H (-1.9813, 1.9680, 2.2435)  0.329

Cartesian forces (eV/Å) of the 3 atoms listed first:
0.50 -2.74 -1.15
0.56 -0.73 1.62
-1.57 4.63 3.02

## Properties
Relative energy (zero: lowest compared OMol25 entry of this formula, charge and spin), kJ/mol: 241.7
DFT total energy, hartree: -983.78087
Charge: 0
Spin multiplicity: 1
SMILES: CC(C)c1nnc2n1C=C(Cc1ccc(F)cc1F)CC2
Orbital gap, Eh: 0.3367

***

2 unconnected molecules or ions with the total composition C16H17F3N in a non-equilibrium geometry, computed with the ωB97M-V functional and the def2-TZVPD basis.

Last column: Mulliken charge in e.
Geometry (Å):
C (-2.2497, -1.0720, -0.6947)  -1.195
N (-1.7904, 0.3208, -0.7049)  0.462
C (-2.2914, 1.0067, -1.9005)  -1.090
C (-2.2324, 1.0124, 0.5080)  -1.173
H (-1.8542, -1.5814, 0.1933)  0.364
H (-3.3554, -1.1110, -0.6724)  0.389
H (-1.8858, -1.5867, -1.5947)  0.365
H (-1.9304, 2.0435, -1.9069)  0.346
H (-1.9281, 0.4857, -2.7960)  0.341
H (-3.3975, 1.0078, -1.9109)  0.387
H (-1.8586, 2.0428, 0.5016)  0.359
H (-3.3377, 1.0216, 0.5627)  0.389
H (-1.8367, 0.4902, 1.3878)  0.349
F (1.9604, 1.4036, 4.1675)  -0.291
C (1.6647, 1.7823, 2.8761)  0.280
C (1.5611, 3.1463, 2.6053)  -0.644
C (1.2730, 3.4825, 1.2799)  0.434
F (1.2000, 4.8194, 0.9548)  -0.291
C (1.0472, 2.5433, 0.2932)  -0.878
C (1.0876, 1.1434, 0.6060)  1.220
C (0.7002, 0.2446, -0.4249)  -0.616
C (0.9805, -1.1479, -0.5492)  1.057
C (0.9767, -1.7036, -1.8654)  -0.597
C (1.1370, -3.0608, -2.0809)  -0.520
C (1.3558, -3.9358, -1.0063)  -0.537
C (1.4050, -3.3867, 0.2690)  0.139
F (1.6538, -4.2258, 1.3321)  -0.304
C (1.2114, -2.0372, 0.5370)  -0.579
C (1.4959, 0.7890, 1.9228)  -0.778
H (1.7231, 3.8979, 3.3702)  0.512
H (0.8450, 2.8520, -0.7328)  0.485
H (0.3598, 0.7357, -1.3374)  0.368
H (0.8418, -1.0212, -2.7085)  0.417
H (1.0954, -3.4563, -3.0962)  0.413
H (1.4945, -5.0049, -1.1535)  0.479
H (1.2110, -1.6969, 1.5659)  0.501
H (1.6673, -0.2437, 2.2027)  0.436

Cartesian forces (eV/Å) of the 3 atoms listed first:
0.10 0.05 0.01
-0.23 -0.24 0.50
0.28 0.00 0.00

## Properties
Relative energy (zero: lowest compared OMol25 entry of this formula, charge and spin), kJ/mol: 94.0
DFT total energy, hartree: -973.93499
Charge: +1
Spin multiplicity: 1
Orbital gap, Eh: 0.2500

***

2 unconnected molecules or ions with the total composition C16H17N in a non-equilibrium geometry, computed with the ωB97M-V functional and the def2-TZVPD basis.

Last column: Mulliken charge in e.
Geometry (Å):
C (2.0869, -0.6555, 1.5421)  -1.448
C (0.8491, 0.2250, 1.5691)  0.816
C (0.8482, 1.5387, 1.3851)  -0.975
N (-0.5984, 1.8758, 1.2206)  -0.052
C (-1.4384, 0.8028, 1.6816)  0.143
C (-2.8045, 0.8809, 1.8340)  -0.795
C (-3.4164, -0.3698, 1.7641)  -0.466
C (-2.6732, -1.5729, 2.1130)  -0.872
C (-1.2075, -1.4591, 2.0081)  -0.210
C (-0.5491, -0.3070, 1.7710)  0.655
H (2.8331, -0.1537, 0.8766)  0.326
H (1.7411, -1.6081, 1.2444)  0.390
H (2.4708, -0.9224, 2.5860)  0.281
H (1.7069, 2.2403, 1.3491)  0.435
H (-0.9378, 2.8011, 1.3577)  0.251
H (-3.4117, 1.7960, 1.9885)  0.322
H (-4.4692, -0.5750, 1.7705)  0.377
H (-3.1669, -2.4557, 2.0983)  0.456
H (-0.6123, -2.3180, 2.1974)  0.374
C (1.5774, 2.2054, -1.8969)  -1.740
C (1.2786, 0.7670, -2.1676)  1.209
C (2.3785, -0.0616, -2.3157)  -0.648
C (2.1208, -1.4841, -2.3671)  -0.474
C (0.8722, -2.0185, -2.6366)  -0.574
C (-0.1685, -1.0755, -2.7762)  -0.484
C (-0.0156, 0.2472, -2.3924)  -0.388
H (2.1343, 2.1985, -1.0194)  0.371
H (0.6036, 2.6912, -1.8726)  0.350
H (1.8918, 2.6616, -2.8339)  0.460
H (3.3262, 0.3860, -2.6385)  0.372
H (3.0051, -2.0452, -2.2838)  0.452
H (0.7726, -3.0908, -2.8539)  0.424
H (-1.1568, -1.3781, -3.0698)  0.358
H (-0.9730, 0.6641, -2.1335)  0.302

Cartesian forces (eV/Å) of the 3 atoms listed first:
-0.05 1.11 1.66
0.27 -2.49 0.91
-3.29 0.62 -0.33

## Properties
Relative energy (zero: lowest compared OMol25 entry of this formula, charge and spin), kJ/mol: 311.3
DFT total energy, hartree: -674.53805
Charge: 0
Spin multiplicity: 1
SMILES: Cc1c[nH]c2ccccc12.Cc1ccccc1
Orbital gap, Eh: 0.3238

***

2 unconnected molecules or ions with the total composition C16H17N in a non-equilibrium geometry, computed with the ωB97M-V functional and the def2-TZVPD basis.

Last column: Mulliken charge in e.
Geometry (Å):
C (0.4893, -1.2272, 3.0657)  -1.589
C (0.2110, -0.1628, 2.0493)  0.579
C (-0.9056, 0.5996, 1.9154)  -0.832
N (-0.6672, 1.6319, 1.0262)  0.128
C (0.6364, 1.5844, 0.6227)  -0.399
C (1.3522, 2.3364, -0.3047)  -0.499
C (2.6856, 2.0798, -0.5254)  -0.792
C (3.2804, 0.9910, 0.1266)  -0.525
C (2.5898, 0.2157, 1.0298)  -0.526
C (1.2324, 0.4613, 1.2471)  1.248
H (1.3233, -1.8439, 2.7623)  0.368
H (-0.3717, -1.8490, 3.2884)  0.394
H (0.7367, -0.7552, 4.0163)  0.325
H (-1.7661, 0.6915, 2.5557)  0.396
H (-1.3230, 2.3401, 0.7317)  0.222
H (0.7537, 3.0744, -0.8334)  0.378
H (3.2837, 2.7413, -1.1456)  0.398
H (4.3218, 0.7531, -0.0332)  0.415
H (3.0449, -0.5748, 1.6209)  0.328
C (-0.0445, -2.5801, -1.2470)  -1.667
C (-0.9733, -1.4235, -1.4623)  0.713
C (-2.3199, -1.5012, -1.0901)  -0.399
C (-3.1522, -0.4092, -1.2640)  -0.532
C (-2.6649, 0.7659, -1.8234)  -0.367
C (-1.3615, 0.8350, -2.2607)  -0.652
C (-0.5054, -0.2330, -1.9929)  -0.086
H (-0.2576, -3.2061, -0.3783)  0.349
H (1.0080, -2.2639, -1.2142)  0.336
H (-0.0629, -3.2437, -2.1123)  0.398
H (-2.6823, -2.4523, -0.7271)  0.389
H (-4.1669, -0.5227, -0.9065)  0.380
H (-3.3430, 1.6120, -1.7628)  0.388
H (-0.9301, 1.7195, -2.7166)  0.418
H (0.5487, -0.1842, -2.2576)  0.314

Cartesian forces (eV/Å) of the 3 atoms listed first:
-0.39 0.42 0.20
0.46 0.09 0.50
0.12 0.65 0.06

## Properties
Relative energy (zero: lowest compared OMol25 entry of this formula, charge and spin), kJ/mol: 28.8
DFT total energy, hartree: -674.64565
Charge: 0
Spin multiplicity: 1
SMILES: Cc1c[nH]c2ccccc12.Cc1ccccc1
Orbital gap, Eh: 0.3175

***

2 unconnected molecules or ions with the total composition C16H17N2O in a non-equilibrium geometry, computed with the ωB97M-V functional and the def2-TZVPD basis.

Last column: Mulliken charge in e.
Geometry (Å):
N (-0.6616, -2.5024, 0.4409)  -0.282
N (-0.7797, -3.2147, -0.7692)  -0.390
C (-1.4826, -4.3954, -0.7086)  0.087
O (-1.7882, -4.9236, 0.3508)  -0.538
H (-1.0846, -3.0400, 1.1968)  0.327
H (0.3159, -2.2897, 0.6139)  0.328
H (-0.9158, -2.6474, -1.5982)  0.200
H (-1.6584, -4.8210, -1.7123)  0.334
C (-0.8437, -0.1446, 0.8570)  -0.600
C (-0.6932, 0.0438, 2.2864)  0.991
C (-1.5768, -0.5576, 3.2238)  -0.246
C (-1.5065, -0.2470, 4.5794)  -0.726
C (-0.5319, 0.6551, 5.0469)  -0.280
C (0.4177, 1.1853, 4.1530)  -0.701
C (0.3656, 0.8496, 2.7964)  -0.388
C (-0.0696, 0.5756, -0.0815)  0.078
C (-0.1131, 0.4635, -1.4690)  -0.393
C (0.7044, 1.2061, -2.4019)  0.907
C (0.3954, 1.1100, -3.7916)  -0.456
C (1.1305, 1.8003, -4.7479)  -0.593
C (2.1922, 2.6299, -4.3590)  -0.360
C (2.4934, 2.7736, -2.9926)  -0.674
C (1.7632, 2.0813, -2.0263)  -0.293
H (-1.6838, -0.7607, 0.5331)  0.460
H (-2.3334, -1.2536, 2.8575)  0.374
H (-2.2425, -0.6662, 5.2789)  0.377
H (-0.5061, 0.9377, 6.1051)  0.385
H (1.1730, 1.8903, 4.5088)  0.379
H (1.1428, 1.2324, 2.1444)  0.385
H (0.6469, 1.3123, 0.3045)  0.115
H (-0.8622, -0.1867, -1.9431)  0.374
H (-0.4252, 0.4634, -4.0925)  0.327
H (0.8952, 1.6789, -5.8049)  0.380
H (2.7837, 3.1601, -5.1114)  0.383
H (3.3212, 3.4158, -2.6979)  0.382
H (2.0179, 2.1853, -0.9696)  0.346

Cartesian forces (eV/Å) of the 3 atoms listed first:
0.60 -0.17 -0.31
-0.30 -0.25 0.22
0.12 -0.56 0.88

## Properties
Relative energy (zero: lowest compared OMol25 entry of this formula, charge and spin), kJ/mol: 0.0
DFT total energy, hartree: -804.32568
Charge: +1
Spin multiplicity: 1
Orbital gap, Eh: 0.2408

***

A molecular structure, C16H17N2O2PS2Se2Te2W, computed with the ωB97M-V functional and the def2-TZVPD basis.

Last column: Mulliken charge in e.
Geometry (Å):
W (1.4606, 1.7626, -1.0210)  -0.046
C (4.2847, -3.1097, -0.6885)  -1.369
C (3.5051, -1.8988, -1.1201)  0.491
N (2.6569, -1.8519, -2.0714)  0.040
O (2.4838, -3.0755, -2.6562)  -0.417
C (3.7303, -0.5943, -0.4405)  0.606
C (5.0154, -0.3580, 0.2941)  -1.548
N (2.8096, 0.2834, -0.4793)  0.415
O (3.0733, 1.5690, -0.0387)  -0.184
H (4.2692, -3.8702, -1.4611)  0.423
H (3.8520, -3.5369, 0.2192)  0.329
H (5.3199, -2.8526, -0.4732)  0.398
H (1.8784, -2.9023, -3.3859)  0.363
H (5.1681, -1.1520, 1.0246)  0.421
H (5.0295, 0.5992, 0.7990)  0.364
H (5.8464, -0.4154, -0.4133)  0.402
Se (-0.2176, 3.5390, -1.6717)  0.103
Te (1.7971, 4.4536, -0.6082)  0.195
Te (3.4794, 3.3780, -2.5447)  0.265
Se (2.1522, 1.4750, -3.4123)  -0.059
S (0.3810, 1.5684, 1.2279)  -0.228
P (-1.1059, 0.5379, 0.2954)  0.669
S (-0.1861, -0.0230, -1.4446)  -0.242
C (-2.4962, 1.6046, -0.0690)  1.053
C (-3.0639, 2.3172, 0.9894)  -0.607
C (-4.1360, 3.1621, 0.7548)  -0.732
C (-4.6456, 3.2965, -0.5331)  -0.506
C (-4.0924, 2.5790, -1.5836)  -0.613
C (-3.0146, 1.7317, -1.3556)  -0.397
C (-1.6681, -0.8244, 1.2659)  0.968
C (-2.4643, -1.7996, 0.6600)  -0.434
C (-3.0092, -2.8066, 1.4360)  -0.715
C (-2.7711, -2.8315, 2.8065)  -0.446
C (-1.9822, -1.8616, 3.4068)  -0.736
C (-1.4226, -0.8521, 2.6361)  -0.285
H (-2.6778, 2.2160, 1.9982)  0.370
H (-4.5798, 3.7129, 1.5742)  0.425
H (-5.4828, 3.9584, -0.7147)  0.428
H (-4.5036, 2.6716, -2.5807)  0.437
H (-2.5942, 1.1632, -2.1763)  0.443
H (-2.6588, -1.7790, -0.4071)  0.368
H (-3.6236, -3.5699, 0.9782)  0.416
H (-3.2055, -3.6181, 3.4098)  0.412
H (-1.7972, -1.8926, 4.4723)  0.420
H (-0.7939, -0.1032, 3.1024)  0.337

Cartesian forces (eV/Å) of the 3 atoms listed first:
-0.43 -0.17 -0.08
-0.10 0.14 0.00
0.24 0.04 0.32

## Properties
DFT total energy, hartree: -7423.09477
Charge: +2
Spin multiplicity: 1
Orbital gap (spin up / spin down), Eh: 0.2101 / 0.2142